Record 1
The following is a DFT calculation (ωB97M-V/def2-TZVPD) of a 5-piece molecular cluster, C26H52FN4O8S overall in a non-equilibrium geometry.

Positions of all 92 atoms, in Å:
C (1.199, -1.759, -0.686)
C (-0.238, -1.940, -1.279)
N (-0.764, -0.779, -2.047)
C (-0.240, -0.542, -3.348)
N (0.856, 0.053, -3.756)
C (1.849, 0.621, -2.820)
C (3.203, -0.140, -3.020)
N (4.027, -0.428, -2.091)
N (-1.119, -0.983, -4.417)
C (-2.461, -0.657, -3.814)
C (-3.086, 0.730, -4.130)
C (-2.783, 1.861, -3.098)
C (-1.384, 2.545, -3.271)
F (-0.839, 2.408, -4.542)
C (-2.201, -1.129, -2.371)
S (-3.495, -0.918, -1.085)
H (1.381, -0.779, -0.209)
H (1.912, -1.998, -1.504)
H (1.318, -2.556, 0.081)
H (-0.212, -2.885, -1.872)
H (-0.914, -2.090, -0.410)
H (1.049, 0.157, -4.746)
H (2.013, 1.677, -3.153)
H (1.499, 0.676, -1.776)
H (3.456, -0.471, -4.047)
H (3.624, -0.031, -1.229)
H (-0.983, -0.218, -5.091)
H (-3.120, -1.389, -4.327)
H (-2.785, 1.093, -5.136)
H (-4.192, 0.602, -4.153)
H (-2.880, 1.572, -2.033)
H (-3.549, 2.654, -3.267)
H (-0.708, 2.152, -2.472)
H (-1.509, 3.623, -3.026)
H (-2.183, -2.243, -2.497)
H (-2.892, -1.184, 0.129)
O (-4.646, -0.162, 3.316)
C (-5.765, -0.429, 2.956)
O (-5.988, -0.708, 1.661)
C (-7.221, -1.235, 1.156)
C (-8.205, -0.128, 0.844)
C (-6.928, -0.362, 3.904)
H (-7.634, -1.983, 1.835)
H (-6.966, -1.762, 0.235)
H (-8.475, 0.433, 1.740)
H (-9.116, -0.536, 0.404)
H (-7.765, 0.585, 0.144)
H (-7.299, 0.663, 3.943)
H (-6.582, -0.653, 4.894)
H (-7.741, -1.040, 3.650)
O (-7.138, 2.278, 5.079)
C (-6.203, 3.034, 5.123)
O (-5.960, 3.846, 4.086)
C (-5.009, 4.915, 4.118)
C (-3.621, 4.425, 3.760)
C (-5.245, 3.015, 6.282)
H (-5.034, 5.433, 5.078)
H (-5.343, 5.635, 3.371)
H (-3.256, 3.691, 4.479)
H (-2.917, 5.258, 3.729)
H (-3.632, 3.936, 2.784)
H (-4.487, 2.251, 6.105)
H (-5.801, 2.762, 7.183)
H (-4.765, 3.972, 6.473)
O (6.959, 0.636, 1.063)
C (7.509, 0.959, 0.044)
O (8.824, 1.212, 0.050)
C (9.608, 1.399, -1.134)
C (9.572, 2.841, -1.595)
C (6.723, 1.173, -1.222)
H (9.305, 0.702, -1.918)
H (10.629, 1.133, -0.862)
H (8.561, 3.152, -1.866)
H (10.219, 2.984, -2.462)
H (9.905, 3.504, -0.795)
H (6.331, 2.191, -1.234)
H (5.893, 0.470, -1.229)
H (7.291, 0.986, -2.130)
O (2.671, -6.505, 1.040)
C (3.584, -5.733, 1.156)
O (3.885, -4.908, 0.139)
C (4.804, -3.814, 0.241)
C (6.225, -4.268, -0.015)
C (4.454, -5.735, 2.385)
H (4.696, -3.295, 1.195)
H (4.511, -3.101, -0.532)
H (6.555, -4.992, 0.731)
H (6.909, -3.418, 0.003)
H (6.298, -4.758, -0.988)
H (5.240, -6.481, 2.265)
H (3.837, -6.002, 3.241)
H (4.897, -4.768, 2.612)

The HOMO energy comes out at -11.699 eV. For the calculated total energy, the calculation gives -63690.455 eV. Its frontier orbital gap is 8.4 eV. As for the total charge: +1. The calculation puts the lowest unoccupied orbital energy at -3.26 eV. The value obtained for the largest force on an atom is 4.430 eV/Å.



Record 2
The following is a DFT calculation (ωB97M-V/def2-TZVPD) of C26H52O52S13 as an isolated structure in a non-equilibrium geometry.

Positions of all 143 atoms, in Å:
C (-4.752, 2.923, 1.844)
C (-5.312, 4.340, 1.975)
O (-4.998, 4.973, 0.766)
S (-4.948, 3.887, -0.473)
O (-3.699, 4.006, -1.137)
O (-6.153, 3.898, -1.274)
O (-4.879, 2.559, 0.467)
H (-5.272, 2.179, 2.442)
H (-3.674, 2.954, 2.014)
H (-4.844, 4.896, 2.783)
H (-6.388, 4.180, 2.106)
C (1.244, 0.683, -6.986)
C (1.102, -0.875, -7.193)
O (1.074, -1.410, -5.878)
S (1.823, -0.446, -4.765)
O (3.169, -0.866, -4.472)
O (0.951, -0.341, -3.616)
O (1.840, 0.876, -5.703)
H (0.326, 1.262, -7.057)
H (1.934, 1.125, -7.703)
H (1.918, -1.268, -7.800)
H (0.182, -1.200, -7.676)
C (1.757, 3.691, -3.996)
C (2.916, 4.705, -3.949)
O (3.293, 4.658, -2.545)
S (2.061, 4.104, -1.587)
O (1.658, 5.068, -0.595)
O (2.413, 2.815, -1.074)
O (1.068, 4.041, -2.831)
H (2.217, 2.705, -3.902)
H (1.218, 3.680, -4.939)
H (2.490, 5.681, -4.179)
H (3.791, 4.464, -4.542)
C (-4.763, -2.987, -1.625)
C (-4.138, -2.623, -2.991)
O (-3.515, -1.354, -2.761)
S (-3.842, -0.655, -1.353)
O (-4.959, 0.232, -1.522)
O (-2.630, -0.215, -0.744)
O (-4.330, -2.037, -0.671)
H (-4.748, -4.008, -1.242)
H (-5.855, -2.898, -1.682)
H (-4.875, -2.499, -3.783)
H (-3.424, -3.343, -3.385)
C (2.381, -2.438, 0.177)
C (2.489, -2.129, -1.324)
O (3.677, -2.790, -1.694)
S (4.004, -4.113, -0.812)
O (5.371, -4.113, -0.409)
O (3.424, -5.231, -1.517)
O (3.011, -3.692, 0.432)
H (1.358, -2.456, 0.555)
H (2.827, -1.631, 0.764)
H (2.677, -1.078, -1.533)
H (1.617, -2.454, -1.896)
C (-2.691, 0.037, -4.553)
C (-1.859, 0.583, -5.726)
O (-1.781, 1.977, -5.553)
S (-2.628, 2.463, -4.278)
O (-3.425, 3.615, -4.547)
O (-1.754, 2.535, -3.131)
O (-3.523, 1.122, -4.252)
H (-2.156, -0.377, -3.695)
H (-3.206, -0.861, -4.901)
H (-2.263, 0.352, -6.713)
H (-0.866, 0.152, -5.641)
C (-0.007, -1.959, -1.365)
C (-0.873, -3.205, -1.132)
O (-1.092, -3.850, -2.389)
S (-0.329, -3.084, -3.590)
O (-1.131, -3.041, -4.770)
O (0.934, -3.739, -3.743)
O (-0.188, -1.698, -2.779)
H (1.041, -2.266, -1.311)
H (-0.150, -1.106, -0.710)
H (-1.889, -2.860, -0.942)
H (-0.448, -3.791, -0.322)
C (3.641, 2.655, 1.870)
C (3.489, 3.494, 3.098)
O (4.785, 4.050, 3.246)
S (5.931, 2.928, 2.878)
O (6.380, 2.283, 4.079)
O (6.914, 3.435, 1.942)
O (4.863, 1.968, 2.142)
H (3.762, 3.357, 1.046)
H (2.798, 1.984, 1.731)
H (3.234, 2.953, 4.020)
H (2.719, 4.263, 3.065)
C (-1.987, -2.320, 2.158)
C (-2.087, -2.790, 3.636)
O (-2.846, -3.980, 3.630)
S (-2.664, -4.797, 2.244)
O (-3.897, -5.365, 1.766)
O (-1.536, -5.687, 2.310)
O (-2.429, -3.427, 1.401)
H (-0.989, -2.032, 1.833)
H (-2.696, -1.497, 2.069)
H (-2.512, -2.039, 4.298)
H (-1.074, -2.961, 4.013)
C (0.162, 3.441, 4.308)
C (-1.310, 3.018, 4.088)
O (-1.937, 4.096, 3.447)
S (-0.870, 4.927, 2.566)
O (-0.600, 6.306, 2.902)
O (-1.110, 4.721, 1.168)
O (0.388, 4.018, 3.029)
H (0.780, 2.547, 4.352)
H (0.241, 4.102, 5.172)
H (-1.827, 2.670, 4.986)
H (-1.386, 2.128, 3.459)
C (0.003, 0.913, -1.027)
C (-0.838, 1.880, -0.100)
O (-0.327, 1.776, 1.215)
S (0.199, 0.278, 1.445)
O (-0.892, -0.660, 1.487)
O (1.269, 0.185, 2.376)
O (0.827, 0.279, -0.028)
H (0.608, 1.468, -1.726)
H (-0.628, 0.129, -1.438)
H (-1.927, 1.781, -0.074)
H (-0.796, 2.900, -0.485)
C (-0.522, -4.319, 4.678)
C (0.009, -2.999, 4.147)
O (0.855, -3.443, 3.079)
S (0.153, -4.692, 2.285)
O (1.081, -5.663, 1.786)
O (-0.744, -4.118, 1.306)
O (-0.664, -5.219, 3.579)
H (-1.518, -4.157, 5.095)
H (0.106, -4.732, 5.464)
H (0.609, -2.464, 4.879)
H (-0.758, -2.313, 3.782)
C (3.953, -0.572, 4.441)
C (4.236, -0.632, 5.961)
O (5.093, -1.730, 6.095)
S (4.549, -2.906, 5.129)
O (3.416, -3.603, 5.670)
O (5.651, -3.738, 4.752)
O (4.187, -1.907, 3.956)
H (4.525, 0.096, 3.802)
H (2.902, -0.325, 4.270)
H (3.320, -0.678, 6.552)
H (4.735, 0.299, 6.231)

The calculation puts the energy above the lowest of the compared OMol25 structures with the same formula, charge and spin at 670.6 kcal/mol. The HOMO energy comes out at -8.769 eV. For the calculated total energy, the calculation gives -275092.994 eV. Its frontier orbital gap is 8.0 eV. The calculation puts the lowest unoccupied orbital energy at -0.79 eV. The value obtained for the largest force on an atom is 16.956 eV/Å.



Record 3
The following is a DFT calculation (ωB97M-V/def2-TZVPD) of a 20-piece molecular cluster, C26H53Cl38N4 overall in a non-equilibrium geometry.

Positions of all 121 atoms, in Å:
C (3.178, -0.904, -1.848)
C (2.603, 0.659, -1.756)
C (1.072, 0.750, -2.364)
N (0.024, 1.166, -1.337)
C (-1.065, 0.408, -0.987)
N (-1.334, -0.963, -1.568)
C (-2.634, -1.490, -1.002)
C (-3.235, -2.942, -1.470)
C (-2.314, -3.414, -2.783)
N (-3.128, -0.439, -0.033)
N (-2.221, 0.646, -0.041)
H (2.619, -1.546, -2.655)
H (3.103, -1.443, -0.804)
H (4.328, -0.870, -2.154)
H (3.280, 1.323, -2.442)
H (2.684, 1.093, -0.662)
H (0.854, -0.282, -2.879)
H (1.035, 1.567, -3.226)
H (0.137, 2.111, -0.896)
H (-3.164, -3.792, -0.663)
H (-4.350, -2.904, -1.860)
H (-2.605, -4.529, -3.038)
H (-1.158, -3.411, -2.543)
H (-2.601, -2.648, -3.640)
H (-4.006, -0.519, 0.551)
H (-2.333, 1.522, 0.517)
C (-6.923, 0.013, 1.121)
Cl (-8.172, -0.295, 2.334)
Cl (-6.033, -1.465, 0.735)
H (-7.396, 0.392, 0.212)
H (-6.224, 0.757, 1.512)
C (-2.535, 0.226, 3.604)
Cl (-3.820, 1.389, 3.255)
Cl (-3.099, -1.032, 4.711)
H (-2.214, -0.240, 2.669)
H (-1.694, 0.752, 4.062)
C (-0.688, 0.290, -6.056)
Cl (-0.825, -1.300, -5.296)
Cl (1.001, 0.807, -6.150)
H (-1.101, 0.239, -7.066)
H (-1.250, 1.017, -5.464)
C (-1.064, -7.034, -1.610)
Cl (-2.685, -6.403, -1.293)
Cl (-0.905, -7.563, -3.289)
H (-0.332, -6.247, -1.414)
H (-0.877, -7.884, -0.950)
C (5.225, 2.181, -4.906)
Cl (4.893, 0.454, -4.720)
Cl (4.247, 3.140, -3.789)
H (6.282, 2.364, -4.700)
H (4.991, 2.480, -5.931)
C (1.931, -1.403, 2.037)
Cl (2.260, -3.083, 1.597)
Cl (0.214, -1.022, 1.853)
H (2.221, -1.244, 3.079)
H (2.513, -0.745, 1.388)
C (-2.264, 3.298, -3.828)
Cl (-3.885, 3.928, -3.511)
Cl (-2.105, 2.769, -5.507)
H (-1.532, 4.085, -3.632)
H (-2.077, 2.448, -3.167)
C (-3.707, 4.335, 5.907)
Cl (-2.210, 3.441, 5.615)
Cl (-3.392, 6.068, 6.066)
H (-4.388, 4.173, 5.068)
H (-4.165, 3.971, 6.830)
C (1.912, 3.834, 5.583)
Cl (0.836, 2.433, 5.639)
Cl (1.852, 4.619, 4.000)
H (1.602, 4.551, 6.348)
H (2.935, 3.505, 5.779)
C (2.413, 1.932, 9.067)
Cl (1.351, 3.253, 9.569)
Cl (3.676, 2.511, 7.975)
H (2.881, 1.495, 9.953)
H (1.818, 1.173, 8.553)
C (6.280, -3.096, -3.902)
Cl (5.439, -3.983, -2.625)
Cl (7.756, -2.342, -3.287)
H (6.543, -3.791, -4.704)
H (5.618, -2.318, -4.291)
C (-2.026, -4.006, 2.909)
Cl (-3.086, -2.956, 1.961)
Cl (-1.589, -5.457, 1.999)
H (-1.116, -3.457, 3.163)
H (-2.545, -4.302, 3.824)
C (9.974, -4.686, -0.728)
Cl (8.301, -4.715, -1.299)
Cl (11.027, -5.619, -1.798)
H (10.322, -3.651, -0.699)
H (10.014, -5.117, 0.276)
C (1.755, -8.380, -5.900)
Cl (2.900, -7.362, -5.019)
Cl (1.591, -7.849, -7.578)
H (2.113, -9.413, -5.888)
H (0.779, -8.323, -5.412)
C (-6.135, 5.357, -0.706)
Cl (-7.420, 6.520, -1.055)
Cl (-6.699, 4.099, 0.400)
H (-5.814, 4.891, -1.641)
H (-5.294, 5.883, -0.248)
C (-1.163, 0.660, 9.092)
Cl (-2.630, 0.567, 8.109)
Cl (0.172, -0.210, 8.326)
H (-0.881, 1.709, 9.211)
H (-1.361, 0.218, 10.071)
C (8.259, 4.355, -5.886)
Cl (7.786, 4.112, -4.200)
Cl (6.959, 3.881, -6.986)
H (8.490, 5.412, -6.042)
H (9.144, 3.750, -6.099)
C (-1.446, 7.586, -3.539)
Cl (-2.695, 7.278, -2.327)
Cl (-0.556, 6.108, -3.926)
H (-1.918, 7.965, -4.449)
H (-0.747, 8.330, -3.149)
C (-6.920, -0.823, 6.217)
Cl (-7.761, -1.710, 7.494)
Cl (-5.444, -0.069, 6.832)
H (-6.657, -1.518, 5.415)
H (-7.582, -0.045, 5.829)

The HOMO energy comes out at -11.631 eV. For the calculated total energy, the calculation gives -509622.983 eV. Its frontier orbital gap is 9.0 eV. As for the total charge: +1. The calculation puts the lowest unoccupied orbital energy at -2.61 eV. The value obtained for the largest force on an atom is 5.765 eV/Å.



Record 4
The following is a DFT calculation (ωB97M-V/def2-TZVPD) of C26H53Cu2O25 as an isolated structure in a non-equilibrium geometry.

Positions of all 106 atoms, in Å:
Cu (-14.310, 5.482, 4.223)
Cu (-14.579, 8.517, 4.223)
C (-18.158, 7.511, 5.158)
C (-17.274, 6.416, 4.586)
O (-16.083, 6.865, 4.058)
H (-18.719, 8.013, 4.363)
H (-17.542, 8.271, 5.640)
H (-18.917, 7.085, 5.818)
H (-17.968, 5.894, 3.890)
H (-17.096, 5.652, 5.367)
C (-20.229, 9.309, 2.252)
O (-21.331, 9.214, 1.403)
C (-22.083, 8.150, 1.534)
O (-21.837, 7.215, 2.292)
O (-23.090, 8.277, 0.679)
C (-23.942, 7.166, 0.534)
H (-19.960, 10.328, 2.481)
H (-19.350, 8.846, 1.763)
H (-20.313, 8.667, 3.134)
H (-23.372, 6.372, 0.065)
H (-24.751, 7.467, -0.121)
H (-24.388, 6.896, 1.486)
C (-23.145, 2.983, 8.913)
O (-22.909, 4.054, 7.977)
C (-23.151, 3.778, 6.659)
O (-23.575, 2.768, 6.228)
O (-22.899, 4.872, 5.925)
C (-23.059, 4.768, 4.480)
H (-22.952, 3.360, 9.910)
H (-22.492, 2.161, 8.636)
H (-24.188, 2.671, 8.911)
H (-23.063, 5.789, 4.103)
H (-24.027, 4.349, 4.203)
H (-22.261, 4.180, 4.034)
C (-10.968, 10.583, 2.078)
O (-11.590, 9.505, 1.371)
C (-12.730, 9.089, 1.804)
O (-13.322, 9.526, 2.719)
O (-13.161, 8.153, 1.030)
C (-14.369, 7.564, 1.396)
H (-11.561, 11.499, 1.954)
H (-10.039, 10.873, 1.591)
H (-10.769, 10.406, 3.129)
H (-14.350, 6.956, 2.308)
H (-14.590, 6.891, 0.566)
H (-15.230, 8.234, 1.423)
C (-24.780, 11.847, 8.855)
O (-24.875, 10.879, 7.762)
C (-24.065, 9.802, 7.817)
O (-23.406, 9.464, 8.721)
O (-24.118, 9.164, 6.653)
C (-23.068, 8.188, 6.325)
H (-23.741, 12.009, 9.130)
H (-25.382, 11.570, 9.719)
H (-25.186, 12.777, 8.461)
H (-23.203, 8.145, 5.238)
H (-23.205, 7.221, 6.784)
H (-22.124, 8.717, 6.439)
C (-16.233, 1.685, 4.684)
O (-16.732, 2.083, 3.410)
C (-16.178, 3.065, 2.912)
O (-15.123, 3.533, 3.301)
O (-16.922, 3.522, 1.942)
C (-16.565, 4.787, 1.375)
H (-16.857, 0.863, 4.993)
H (-16.233, 2.521, 5.377)
H (-15.219, 1.298, 4.554)
H (-15.634, 4.750, 0.811)
H (-16.492, 5.578, 2.136)
H (-17.409, 5.058, 0.750)
C (-17.603, 11.920, 3.239)
O (-17.073, 12.238, 4.544)
C (-16.493, 11.272, 5.163)
O (-16.101, 10.249, 4.633)
O (-16.356, 11.638, 6.419)
C (-15.678, 10.714, 7.321)
H (-17.876, 10.861, 3.233)
H (-16.838, 11.996, 2.457)
H (-18.419, 12.583, 2.995)
H (-14.616, 10.658, 7.071)
H (-16.145, 9.730, 7.303)
H (-15.757, 11.151, 8.309)
C (-16.732, 5.717, 13.155)
O (-17.652, 5.901, 12.030)
C (-17.263, 5.460, 10.868)
O (-16.497, 4.587, 10.666)
O (-17.971, 6.040, 9.997)
C (-17.842, 5.667, 8.619)
H (-16.435, 6.696, 13.510)
H (-15.889, 5.097, 12.869)
H (-17.323, 5.190, 13.902)
H (-18.051, 4.603, 8.493)
H (-16.776, 5.745, 8.315)
H (-18.342, 6.400, 8.005)
C (-23.669, 12.394, 4.931)
O (-22.554, 11.496, 5.054)
C (-21.683, 11.717, 6.089)
O (-21.840, 12.462, 6.986)
O (-20.628, 10.866, 5.916)
C (-19.463, 11.104, 6.769)
H (-23.893, 12.410, 3.870)
H (-23.470, 13.377, 5.347)
H (-24.545, 12.017, 5.466)
H (-19.081, 12.101, 6.532)
H (-18.708, 10.332, 6.757)
H (-19.756, 11.139, 7.832)

The calculation puts the energy above the lowest of the compared OMol25 structures with the same formula, charge and spin at 0.0 kcal/mol. The HOMO energy comes out at -11.777 eV. For the calculated total energy, the calculation gives -168279.321 eV. Its frontier orbital gap is 7.5 eV. As for the total charge: +1. The calculation puts the lowest unoccupied orbital energy at -4.30 eV. The value obtained for the largest force on an atom is 5.256 eV/Å.